Entry w
Computed, not measured: a 2-piece molecular cluster, C4H12S2 overall, with ωB97M-V/def2-TZVPD.

```
18
Properties=species:S:1:pos:R:3:mulliken_charge:R:1
C 2.69 0.34 -0.33 -0.8277
S 1.80 -1.02 -1.09 -0.1003
C 0.39 -0.16 -1.90 -0.4563
H 2.94 1.08 -1.10 0.3070
H 2.15 0.83 0.48 0.2423
H 3.65 -0.05 0.01 0.3022
H 0.68 0.88 -1.96 0.2242
H -0.43 -0.29 -1.22 -0.0988
H 0.28 -0.56 -2.90 0.3680
C -1.87 1.61 0.28 -0.6881
S -2.06 -0.09 0.90 -0.1064
C -0.76 -0.14 2.17 -0.6951
H -2.84 2.11 0.27 0.3402
H -1.24 2.19 0.95 0.2418
H -1.48 1.59 -0.72 0.1887
H -1.04 -0.97 2.81 0.3320
H -0.86 0.76 2.75 0.2953
H 0.23 -0.30 1.75 0.1308
```

Calculated values
**Spin multiplicity**: 1
**SMILES string**: CSC.CSC
**HOMO-LUMO gap**: 9.31 eV


Entry x
Computed, not measured: a 2-piece molecular cluster, C4H12S2 overall, with ωB97M-V/def2-TZVPD.

```
18
Properties=species:S:1:pos:R:3:mulliken_charge:R:1
C -0.07 -1.13 -2.42 -0.9241
C -0.56 -1.95 -1.22 -0.5125
S -1.60 -1.03 -0.02 -0.1557
H -0.15 -1.66 -3.37 0.3137
H -0.72 -0.26 -2.47 0.3014
H 0.97 -0.80 -2.41 0.2355
H 0.22 -2.49 -0.69 0.3178
H -1.24 -2.70 -1.61 0.3504
H -2.69 -1.81 -0.12 0.0763
C -0.17 1.70 2.03 -0.9499
C 1.17 1.97 1.38 -0.3520
S 1.83 0.64 0.34 -0.2216
H -0.98 1.61 1.29 0.1910
H -0.22 0.72 2.50 0.2879
H -0.55 2.43 2.75 0.3535
H 1.87 2.31 2.14 0.3086
H 1.10 2.81 0.68 0.2746
H 1.80 -0.37 1.23 0.1052
```

Calculated values
**Spin multiplicity**: 1
**SMILES string**: CCS.CCS
**HOMO-LUMO gap**: 9.81 eV


Energy above the most stable structure, in kJ/mol: entry w 6.0; entry x 0.0


Entry w
Computed, not measured: an isolated ion of composition C7H14NO and charge +1, with ωB97M-V/def2-TZVPD.

```
23
Properties=species:S:1:pos:R:3:mulliken_charge:R:1
C 1.49 -1.36 -0.69 -0.6206
C 2.17 -0.62 0.54 -0.3981
C 1.49 0.83 0.61 -0.7172
N 0.35 0.65 -0.33 0.1153
C -0.81 -0.05 0.33 -0.9877
C -1.97 1.02 0.50 0.2295
C -3.42 0.35 0.74 -0.7104
O -2.85 1.05 -0.57 -0.3352
C 0.83 -0.17 -1.47 -0.5912
H 2.27 -1.84 -1.30 0.4133
H 0.83 -2.21 -0.44 0.2939
H 1.96 -1.01 1.54 0.2906
H 3.22 -0.55 0.23 0.3343
H 1.10 0.97 1.62 0.3502
H 2.22 1.61 0.36 0.3943
H -0.04 1.53 -0.70 0.4423
H -0.62 -0.36 1.36 0.2818
H -1.27 -0.82 -0.30 0.4188
H -1.74 1.94 1.06 0.4073
H -4.10 -0.19 0.06 0.3941
H -2.86 -0.63 0.99 0.2136
H 0.07 -0.48 -2.20 0.3831
H 1.69 0.34 -1.92 0.3979
```

Calculated values
**Spin multiplicity**: 1
**SMILES string**: C1CC[NH+](C[C@@H]2CO2)C1
**Total charge**: +1
**HOMO-LUMO gap**: 9.26 eV


Entry x
Computed, not measured: an isolated ion of composition C7H14NO and charge +1, with ωB97M-V/def2-TZVPD.

```
23
Properties=species:S:1:pos:R:3:mulliken_charge:R:1
C 1.58 0.75 0.31 -0.7377
C 2.39 -0.08 -0.33 -0.5016
C 0.16 0.98 0.08 -0.5014
C -0.63 -0.27 0.16 0.9452
C 3.80 -0.38 0.03 -1.2966
C -2.86 -1.32 0.07 -1.0712
C -2.54 1.11 -0.28 -0.7615
N -1.91 -0.18 -0.04 0.0231
O -0.10 -1.42 0.41 -0.5486
H 2.09 1.19 1.22 0.1922
H -0.31 1.72 0.69 0.5887
H 0.02 1.48 -0.93 0.4108
H 4.33 -0.27 -0.88 0.3641
H 3.79 -1.38 0.38 0.3028
H 4.27 0.28 0.73 0.3989
H -3.51 -1.12 0.84 0.3797
H -3.31 -1.25 -0.89 0.4119
H -2.36 -2.21 0.17 0.3663
H -2.68 1.82 0.53 0.3250
H -1.80 1.67 -0.93 0.2978
H -3.52 0.83 -0.69 0.2765
H 2.13 -0.60 -1.17 0.6584
H 0.99 -1.32 0.51 0.4770
```

Calculated values
**Spin multiplicity**: 1
**SMILES string**: C/C=C/CC(O)=[N+](C)C
**Total charge**: +1
**HOMO-LUMO gap**: 11.05 eV


Energy above the most stable structure, in kJ/mol: entry w 455.5; entry x 0.0


Entry w
Computed, not measured: a 3-piece molecular cluster, C4H13O4 overall, with ωB97M-V/def2-TZVPD.

```
21
Properties=species:S:1:pos:R:3:mulliken_charge:R:1
C -0.55 0.38 1.38 -0.5579
C -0.83 1.74 0.75 -0.5837
C 0.22 2.22 -0.31 -0.4240
O 1.54 1.76 -0.15 -0.5522
C -1.31 -0.87 0.63 -0.4254
O -0.44 -1.65 -0.03 -0.8338
H 0.57 0.11 1.26 0.1960
H -0.44 0.35 2.47 0.3958
H -0.87 2.46 1.66 0.2425
H -2.03 1.81 0.66 0.3754
H -0.01 1.82 -1.37 0.2236
H 0.30 3.29 -0.12 0.3041
H -1.92 -0.28 -0.08 0.2661
H -1.93 -1.66 1.36 0.1865
H 0.61 -1.13 -0.68 0.5515
H 1.61 0.81 -0.19 0.2641
H 2.13 -1.63 -0.86 0.2465
O 1.65 -0.87 -1.15 -0.9422
H -0.10 -2.77 -1.24 0.4873
H 1.31 -2.76 -2.02 0.2780
O 0.49 -3.14 -1.96 -0.6983
```

Calculated values
**Spin multiplicity**: 1
**Total charge**: -1
**HOMO-LUMO gap**: 8.39 eV


Entry x
Computed, not measured: a 3-piece molecular cluster, C4H13O4 overall, with ωB97M-V/def2-TZVPD.

```
21
Properties=species:S:1:pos:R:3:mulliken_charge:R:1
C 1.41 -0.23 -0.05 -0.5945
C 1.26 -1.60 0.67 -0.5725
C -0.01 -1.57 1.54 -0.4959
O -0.04 -0.50 2.46 -0.5737
C 0.43 -0.01 -1.27 -0.5959
O 0.00 1.30 -1.30 -0.9771
H 1.39 0.59 0.66 0.4131
H 2.43 -0.28 -0.50 0.2814
H 2.13 -1.82 1.28 0.3616
H 1.06 -2.28 -0.17 0.3212
H -0.86 -1.51 0.86 0.2155
H -0.12 -2.49 2.12 0.3405
H -0.39 -0.72 -1.11 0.2272
H 1.07 -0.25 -2.14 0.3149
H -0.73 1.48 -0.04 0.4321
H -0.25 0.33 2.01 0.3971
H -1.82 0.84 0.93 0.2779
O -1.28 1.63 0.87 -0.8380
H -2.56 2.50 -1.90 0.2752
H -1.16 2.08 -2.26 0.5196
O -1.97 2.48 -2.66 -0.7297
```

Calculated values
**Spin multiplicity**: 1
**Total charge**: -1
**HOMO-LUMO gap**: 8.00 eV


Energy above the most stable structure, in kJ/mol: entry w 215.5; entry x 0.0


Entry w
Computed, not measured: C9H16N2O6 as an isolated structure, with ωB97M-V/def2-TZVPD.

```
33
Properties=species:S:1:pos:R:3:mulliken_charge:R:1
C 2.13 -0.95 0.04 0.1768
C 0.67 -0.32 0.12 0.2679
C 3.37 -0.06 0.07 0.4696
C 3.77 0.46 1.53 -1.4094
C -1.35 0.74 -0.82 -0.4588
C -0.52 2.14 -0.49 0.6452
C -2.60 0.59 0.00 -0.8709
C -3.01 -0.87 -0.04 -0.4721
C -4.46 -1.01 0.31 0.4075
H 3.15 -2.59 -1.14 0.3192
H 1.19 -2.12 -1.33 0.3002
H 2.26 -1.63 0.80 0.3910
H 3.42 0.72 -0.88 0.1068
H 5.30 -0.29 0.43 0.3919
H 2.89 1.01 2.10 0.2939
H 4.66 1.20 1.45 0.4001
H 3.76 -0.40 2.24 0.3923
H 0.59 -0.15 -1.70 0.4422
H -1.69 0.89 -1.78 0.8638
H -3.56 1.20 -0.11 0.4166
H -2.10 0.90 1.05 0.4083
H -2.89 -1.37 -1.19 0.2567
H -2.28 -1.62 0.63 0.2200
H -6.46 0.03 -0.54 0.3985
H -2.08 3.05 0.16 0.3422
N 2.22 -1.60 -1.28 -0.9332
N -0.23 -0.30 -0.97 -0.4173
O 0.08 -0.25 1.24 -0.6674
O 4.39 -0.95 -0.31 -0.6044
O 0.66 2.08 -0.44 -0.4533
O -4.96 -1.99 0.75 -0.4741
O -5.22 0.23 -0.04 -0.6590
O -1.11 3.24 0.14 -0.4908
```

Calculated values
**Spin multiplicity**: 1
**HOMO-LUMO gap**: 9.16 eV


Entry x
Computed, not measured: one molecule with the formula C9H16N2O6, with ωB97M-V/def2-TZVPD.

```
33
Properties=species:S:1:pos:R:3:mulliken_charge:R:1
C -0.72 0.72 -0.17 0.4165
C 0.42 1.41 -0.98 -0.1334
C -2.08 1.09 -0.86 -1.0333
C -3.30 0.72 -0.02 -0.5607
C -3.40 -0.80 0.11 0.4720
C 2.13 -0.49 -0.72 -0.3598
C 1.19 -1.55 -1.40 0.4670
C 2.39 -0.68 0.81 -0.0940
C 3.16 0.38 1.44 -1.3452
H -0.76 1.98 1.37 0.2967
H -1.29 0.53 1.71 0.2876
H -0.61 -0.35 -0.27 0.3121
H -2.10 0.65 -1.86 0.4166
H -2.15 2.14 -1.00 0.4141
H -3.49 1.29 0.98 0.2870
H -4.20 1.00 -0.62 0.3836
H -2.67 -2.19 1.24 0.2917
H 2.26 1.19 -1.80 0.3466
H 3.09 -0.65 -1.28 0.6375
H 2.93 -1.60 0.85 0.5797
H 0.67 -0.09 1.40 0.4487
H 3.62 0.17 2.45 0.3245
H 3.99 0.58 0.75 0.3833
H 2.53 1.35 1.40 0.2282
H 0.67 -3.35 -1.20 0.3972
N -0.56 1.01 1.22 -0.5608
N 1.65 0.81 -1.07 -0.0359
O 0.29 2.57 -1.35 -0.6658
O -4.03 -1.57 -0.50 -0.5122
O -2.52 -1.22 1.15 -0.4473
O 0.48 -1.35 -2.36 -0.5787
O 1.13 -0.94 1.33 -0.6292
O 1.30 -2.74 -0.75 -0.4341
```

Calculated values
**Spin multiplicity**: 1
**SMILES string**: C[C@@H](O)[C@H](NC(=O)[C@@H](N)CCC(=O)O)C(=O)O
**HOMO-LUMO gap**: 10.04 eV


Energy above the most stable structure, in kJ/mol: entry w 933.4; entry x 0.0


Entry w
Computed, not measured: a 2-piece molecular cluster, C5H11NOS overall, with ωB97M-V/def2-TZVPD.

```
19
Properties=species:S:1:pos:R:3:mulliken_charge:R:1
C -1.94 0.20 1.36 -0.4426
C -1.20 0.72 0.21 0.3312
C 1.00 -1.57 -0.18 -0.9722
C 1.81 0.81 -0.78 -1.1263
C 1.24 -0.15 0.20 0.0125
N -2.01 -0.38 0.00 -0.2175
O -1.25 1.94 -0.37 -0.4527
S -3.51 -0.31 -0.89 -0.1921
H -1.45 -0.44 2.09 0.1914
H -2.82 0.72 1.73 0.2486
H -0.04 -1.84 -0.03 0.2754
H 1.60 -2.24 0.44 0.3035
H 1.24 -1.74 -1.23 0.2859
H 1.54 0.54 -1.80 0.3078
H 2.91 0.83 -0.71 0.3468
H 1.46 1.82 -0.58 0.2822
H 1.35 0.08 1.24 0.3760
H -1.94 1.97 -1.05 0.2991
H -3.62 -1.63 -0.95 0.1432
```

Calculated values
**Spin multiplicity**: 1
**HOMO-LUMO gap (spin up / spin down)**: 7.52 / 7.73 eV


Entry x
Computed, not measured: one molecule with the formula C5H11NOS, with ωB97M-V/def2-TZVPD.

```
19
Properties=species:S:1:pos:R:3:mulliken_charge:R:1
C -1.53 1.46 -0.18 -1.0509
C -1.30 0.24 -1.02 -0.4439
C -0.90 0.16 0.43 0.8972
C -1.72 -0.82 1.23 -1.5018
C 2.56 -0.55 -0.76 -0.9200
N 1.77 0.66 -0.36 -0.4066
O 1.15 -0.85 1.80 -0.5872
S 0.83 0.38 1.08 0.4130
H -0.76 2.07 -0.31 0.3496
H -2.51 1.84 -0.05 0.3207
H -2.20 -0.45 -1.38 0.2542
H -0.47 0.37 -1.73 0.2670
H -1.70 -1.80 0.66 0.2777
H -2.81 -0.57 1.12 0.3283
H -1.37 -0.87 2.22 0.4869
H 2.84 -1.06 0.12 0.3869
H 2.01 -1.30 -1.34 0.2614
H 3.49 -0.26 -1.27 0.3466
H 2.61 1.33 -0.26 0.3208
```

Calculated values
**Spin multiplicity**: 1
**HOMO-LUMO gap**: 9.40 eV


Entry y
Computed, not measured: a 2-piece molecular cluster, C5H11NOS overall, with ωB97M-V/def2-TZVPD.

```
19
Properties=species:S:1:pos:R:3:mulliken_charge:R:1
C 3.17 -0.23 0.80 -0.3359
C -0.35 -1.65 0.85 -0.6738
C -1.45 -0.50 -1.19 -1.4425
C -0.97 2.64 -0.50 -0.4065
C -0.96 -0.30 0.26 0.3343
N 0.15 0.63 0.26 -0.2516
O 0.05 1.80 -0.20 -0.1355
S 3.58 -1.80 0.60 -0.2049
H 4.03 0.45 0.43 0.2369
H -0.66 -1.89 1.82 0.3430
H -0.33 -2.43 0.07 0.2502
H 0.73 -1.37 0.97 -0.0680
H -0.69 -1.00 -1.79 0.3992
H -1.59 0.44 -1.74 0.3956
H -2.43 -0.95 -1.14 0.3676
H -1.99 2.38 -0.52 0.3292
H -0.70 3.63 -0.86 0.2678
H 2.24 0.10 1.00 0.2938
H -1.84 0.03 0.87 0.3011
```

Calculated values
**Spin multiplicity**: 1
**HOMO-LUMO gap (spin up / spin down)**: 8.13 / 8.13 eV


Entry z
Computed, not measured: one molecule with the formula C5H11NOS, with ωB97M-V/def2-TZVPD.

```
19
Properties=species:S:1:pos:R:3:mulliken_charge:R:1
O 2.56 2.01 0.31 -0.4655
C 1.89 1.37 1.08 -0.2747
C 0.57 0.70 0.68 0.4837
C 0.25 0.91 -0.79 -0.4686
C -0.84 0.01 -1.35 -0.8029
S -0.16 -1.64 -1.82 -0.0680
C -0.74 -2.70 -0.44 -0.7858
N -0.43 1.20 1.59 -0.4933
H 2.25 1.30 2.13 0.3813
H 0.71 -0.38 0.87 0.0477
H 1.10 0.83 -1.46 0.3438
H -0.05 1.97 -0.81 0.2353
H -1.14 0.42 -2.32 0.3307
H -1.73 -0.12 -0.76 0.3947
H -0.27 -3.67 -0.55 0.3113
H -1.82 -2.84 -0.52 0.2742
H -0.55 -2.26 0.53 0.2407
H -1.26 0.72 1.80 0.1481
H -0.35 2.17 1.83 0.1674
```

Calculated values
**Spin multiplicity**: 1
**SMILES string**: CSCC[C@H](N)C=O
**HOMO-LUMO gap**: 9.37 eV


Energy above the most stable structure, in kJ/mol: entry w 414.2; entry x 226.7; entry y 572.9; entry z 0.0


Entry w
Computed, not measured: one molecule with the formula C5H11NOS, with ωB97M-V/def2-TZVPD.

```
19
Properties=species:S:1:pos:R:3:mulliken_charge:R:1
O -2.68 2.24 0.51 -0.4743
C -2.32 1.24 1.10 -0.2198
C -1.06 0.46 0.66 0.1478
C -0.45 1.08 -0.55 -0.7540
C 0.81 0.32 -1.06 -0.7588
S 2.27 0.30 0.03 -0.1123
C 2.79 -1.45 -0.22 -0.7857
N -1.36 -0.97 0.52 -0.5557
H -2.95 0.86 1.91 0.3858
H -0.41 0.56 1.54 0.3921
H -0.16 2.11 -0.34 0.3070
H -1.11 1.02 -1.41 0.3434
H 1.05 0.88 -1.97 0.3596
H 0.56 -0.71 -1.28 0.3971
H 2.30 -1.87 -1.10 0.2649
H 2.48 -2.02 0.65 0.2435
H 3.86 -1.53 -0.36 0.3385
H -1.43 -1.41 1.43 0.2488
H -2.19 -1.10 -0.05 0.2319
```

Calculated values
**Spin multiplicity**: 1
**SMILES string**: CSCC[C@H](N)C=O
**HOMO-LUMO gap**: 9.29 eV


Entry x
Computed, not measured: one molecule with the formula C5H11NOS, with ωB97M-V/def2-TZVPD.

```
19
Properties=species:S:1:pos:R:3:mulliken_charge:R:1
C 0.34 -1.36 1.03 -0.8555
C 0.59 1.03 0.61 -1.0143
C 0.00 -0.28 -0.02 1.6762
C 0.59 -0.69 -1.35 -1.5368
C -1.58 -0.10 -0.18 -1.8710
N 2.35 2.79 1.06 -0.5022
O 1.43 -1.04 1.73 -0.4012
S 2.24 1.52 0.08 0.1611
H 0.37 -2.36 0.61 0.4557
H -0.49 -1.52 1.71 0.3963
H -0.08 1.84 0.62 0.5392
H 0.74 0.70 1.69 0.3044
H 1.65 -1.09 -1.04 0.3667
H 0.65 0.29 -1.93 0.3462
H 0.21 -1.53 -1.92 0.3914
H -2.03 0.66 -0.92 0.3170
H -2.05 0.07 0.74 0.5085
H -1.87 -1.12 -0.40 0.4708
H 3.26 3.28 0.75 0.2473
```

Calculated values
**Spin multiplicity**: 1
**HOMO-LUMO gap (spin up / spin down)**: 9.81 / 6.08 eV


Energy above the most stable structure, in kJ/mol: entry w 0.0; entry x 392.1


Entry w
Computed, not measured: a 5-piece molecular cluster, H10O5 overall, with ωB97M-V/def2-TZVPD.

```
15
Properties=species:S:1:pos:R:3:mulliken_charge:R:1
O -3.29 1.00 0.13 -0.7689
H -2.50 0.50 -0.10 0.3713
H -3.40 1.62 -0.59 0.3382
O 1.16 0.69 -2.39 -1.1390
H 1.72 1.44 -2.56 0.5190
H 1.17 0.19 -3.21 0.4346
O 2.56 0.40 1.16 -1.0570
H 2.72 0.89 1.96 0.4463
H 2.91 -0.47 1.33 0.4604
O -1.36 -2.22 1.90 -0.7860
H -0.70 -1.79 1.36 0.3802
H -1.74 -2.88 1.32 0.3208
O -0.11 0.07 -0.03 -1.6286
H 0.63 0.09 0.57 0.4802
H 0.24 0.46 -0.84 0.6284
```

Calculated values
**Spin multiplicity**: 2
**Total charge**: -1
**⟨S²⟩**: 0.7503
**HOMO-LUMO gap (spin up / spin down)**: 2.58 / 11.02 eV


Entry x
Computed, not measured: a 5-piece molecular cluster, H10O5 overall, with ωB97M-V/def2-TZVPD.

```
15
Properties=species:S:1:pos:R:3:mulliken_charge:R:1
O 25.65 19.40 -6.84 -0.8560
H 25.66 19.91 -6.03 0.3277
H 25.73 18.49 -6.54 0.3793
O 24.58 16.11 -3.48 -0.9237
H 23.99 15.45 -3.11 0.3785
H 24.23 16.29 -4.35 0.3465
O 22.51 18.60 -3.95 -1.4115
H 21.86 17.96 -3.64 0.5436
H 22.01 19.19 -4.52 0.5294
O 23.89 16.31 -9.00 -1.0157
H 24.42 15.75 -9.57 0.4438
H 23.00 15.96 -9.08 0.4656
O 23.89 16.82 -6.19 -0.9525
H 23.00 17.11 -5.97 0.2279
H 23.93 16.86 -7.14 0.5172
```

Calculated values
**Spin multiplicity**: 2
**Total charge**: -1
**⟨S²⟩**: 0.7503
**HOMO-LUMO gap (spin up / spin down)**: 2.65 / 11.03 eV


Energy above the most stable structure, in kJ/mol: entry w 0.0; entry x 12.2


Entry w
Computed, not measured: an isolated ion of composition C3H6N4 and charge +2, with ωB97M-V/def2-TZVPD.

```
13
Properties=species:S:1:pos:R:3:mulliken_charge:R:1
C -1.49 -1.17 -0.35 0.0714
C 0.36 0.29 0.01 0.8551
C 1.77 0.40 0.08 -1.2222
N -2.53 0.79 0.45 0.1129
N -2.43 -0.25 -0.01 0.3652
N -0.37 1.22 0.49 -0.5544
N -0.28 -0.90 -0.55 0.0622
H -1.70 -2.19 -0.35 0.4475
H 2.15 0.49 -0.90 0.4160
H 2.23 -0.47 0.44 0.4519
H 1.94 1.24 0.68 0.3112
H -0.02 2.13 0.94 0.3263
H 0.37 -1.60 -0.93 0.3570
```

Calculated values
**Spin multiplicity**: 1
**SMILES string**: [H]/N=C(C)/[NH+]=C\[N+]#N
**Total charge**: +2
**HOMO-LUMO gap (spin up / spin down)**: 7.78 / 7.79 eV


Entry x
Computed, not measured: a 2-piece molecular cluster, C3H6N4 overall, with ωB97M-V/def2-TZVPD.

```
13
Properties=species:S:1:pos:R:3:mulliken_charge:R:1
C 2.47 -0.73 -0.02 0.0357
C 0.54 0.17 0.07 0.2615
C -2.87 -0.14 0.08 0.0500
N 2.62 0.57 -0.01 -0.3745
N 1.43 1.14 0.04 0.3263
N 1.15 -1.02 0.03 0.0196
N -2.02 0.69 -0.17 -0.1508
H 3.29 -1.44 -0.07 0.4241
H -3.96 0.05 0.00 0.3164
H 1.35 2.15 0.07 0.2732
H -2.67 -1.16 0.42 0.2477
H 0.73 -1.94 0.05 0.2572
H -2.07 1.66 -0.48 0.3137
```

Calculated values
**Spin multiplicity**: 1
**Total charge**: +2
**HOMO-LUMO gap (spin up / spin down)**: 6.85 / 6.86 eV


Energy above the most stable structure, in kJ/mol: entry w 0.0; entry x 52.7